Model 1:
{
  "formula": "H9N3Si2",
  "method": "wB97M-V/def2-TZVPD",
  "orbital_gap_ev": 9.6,
  "lumo_ev": 0.93,
  "charge": 0,
  "symbols": ["Si", "Si", "N", "N", "N", "H", "H", "H", "H", "H", "H", "H", "H", "H"],
  "positions_angstrom": [[1.292, 0.482, 0.282], [-0.910, 0.045, -0.422], [2.417, -0.666, -0.449], [-1.382, -1.535, 0.010], [-1.849, 1.350, 0.457], [-1.591, 1.636, 1.369], [1.878, 1.566, -0.465], [-0.946, 0.384, -1.792], [1.206, 0.754, 1.672], [-2.397, 2.026, -0.041], [2.409, -1.616, -0.722], [3.294, -0.346, -0.146], [-1.659, -1.900, 0.933], [-1.762, -2.183, -0.686]]
}



Model 2:
{
  "formula": "H9N3Si2",
  "method": "wB97M-V/def2-TZVPD",
  "orbital_gap_ev": 7.3,
  "lumo_ev": -0.34,
  "charge": 0,
  "symbols": ["Si", "Si", "N", "N", "N", "H", "H", "H", "H", "H", "H", "H", "H", "H"],
  "positions_angstrom": [[-0.652, -0.154, 0.286], [2.588, 0.239, -0.501], [-1.355, -1.190, 1.570], [-1.432, -0.737, -1.186], [-1.114, 1.432, 0.326], [3.279, 0.002, 0.793], [-1.858, 1.694, -0.307], [-1.608, -1.677, -1.226], [-0.777, -1.673, 2.263], [-1.847, -0.637, 2.325], [-0.632, -0.520, -1.851], [2.780, -0.466, -1.847], [-0.637, 2.297, 0.422], [3.263, 1.388, -1.066]]
}



Among the structures shown above, model 1 is the most stable, with the second-best lying 0.0783 hartree higher.